A) DFT (ωB97M-V/def2-TZVPD) results for a molecular structure, C4H7NO.

HOMO level: -9.6 eV

Geometry (Å):
H1 2.0723 0.0225 0.3874
H2 0.9416 -1.2202 0.6262
C1 -1.3213 -0.5576 -0.4857
H3 -2.2677 -0.2244 -0.0360
C2 -0.0481 0.3915 -0.3463
C3 0.9348 -0.1313 0.7063
H4 -1.1093 -1.4553 0.1236
O1 -0.1966 1.7172 -0.2173
H5 0.6281 0.2692 1.6791
H6 0.8222 0.4298 -2.5812
H7 -0.5043 1.8766 0.6964
C4 0.0391 0.0458 -1.8193
N1 -1.0809 -0.5624 -1.9713

---

B) DFT (ωB97M-V/def2-TZVPD) results for a single C4H7NO molecule.

SMILES string: C/C=C/NC=O
HOMO level: -8.2 eV

Geometry (Å):
C1 0.1834 -0.9054 0.6441
H1 -2.4306 1.8089 -1.8182
H2 2.2510 -0.7034 0.4922
H3 1.7541 -2.3503 1.3130
H4 1.5650 -0.8176 2.3335
C2 1.5167 -1.2386 1.2262
H5 -1.7489 -0.3619 -0.7420
H6 -0.9102 -1.4721 1.0037
N1 -1.0849 0.4881 -0.8184
O1 -0.9014 2.7956 -1.1344
C3 -1.4976 1.7623 -1.2687
H7 1.1489 0.8563 -0.8622
C4 0.1544 0.1381 -0.3686

---

Energies relative to the minimum, eV: A) 0.000; B) 0.164

---

A) DFT (ωB97M-V/def2-TZVPD) results for a single C4H7NO molecule.

SMILES string: CC1=N[C@]1(C)O
HOMO level: -9.5 eV

Geometry (Å):
H1 -1.7925 -0.3406 1.4821
H2 -1.9949 -1.7447 0.4588
N1 0.7818 -1.1132 -0.6410
H3 -1.7723 -0.5526 -1.7358
C1 1.6713 1.2634 0.0397
C2 0.8513 0.0936 -0.2011
O1 -1.2953 0.1460 -1.4248
H4 2.6707 1.1490 -0.1132
H5 -0.3834 -1.3518 1.3753
C3 -0.5126 -0.3876 -0.3799
H6 1.4189 2.0808 -0.7145
H7 1.5755 1.7307 1.0472
C4 -1.2184 -0.9731 0.8073

---

B) DFT (ωB97M-V/def2-TZVPD) results for a molecular structure, C4H7NO.

HOMO level: -8.7 eV

Geometry (Å):
H1 -0.8266 0.6061 1.1923
C1 -1.8402 -0.6077 -0.3942
O1 0.9456 -0.6765 1.0295
C2 -0.5829 0.0886 -0.7662
H2 2.8071 0.0232 0.2649
C3 0.7453 -0.4966 -0.3660
H3 1.5421 1.3254 0.5964
H4 1.0779 -1.3348 -0.9796
N1 -1.1938 0.8994 0.2860
H5 -1.6021 -1.3304 0.4034
H6 -2.2850 0.6159 0.1144
C4 1.7536 0.2855 0.3483
H7 -0.5411 0.6020 -1.7292

---

C) DFT (ωB97M-V/def2-TZVPD) results for 2 unconnected molecules or ions with the total composition C4H7NO.

SMILES string: CC(N)=O.C#C
HOMO level: -9.2 eV

Geometry (Å):
C1 2.0739 -0.4576 -0.1845
H1 0.6964 0.0625 1.3469
H2 -2.1259 1.4013 0.8839
H3 -0.4688 1.8803 0.5717
C2 -1.3134 1.2553 0.1565
C3 -0.9544 -0.1799 -0.0302
H4 2.1397 1.7242 -0.7089
O1 -1.6486 -0.9298 -0.6651
H5 0.3422 -1.5557 0.7964
H6 -1.6995 1.6988 -0.7375
N1 0.0664 -0.5967 0.8015
H7 1.9867 -1.4683 0.2534
C4 2.1695 0.6942 -0.3911

---

D) DFT (ωB97M-V/def2-TZVPD) results for a single C4H7NO molecule.

SMILES string: C[C@H]1[C@@H]2CON12
HOMO level: -8.6 eV

Geometry (Å):
H1 -1.9439 1.2714 -0.6302
H2 0.7079 1.0570 -0.9504
N1 0.0046 0.4571 1.3179
H3 2.6622 -0.5201 0.0891
H4 -2.7364 0.4443 0.6757
H5 1.4694 -1.7248 0.0638
C1 1.6674 -0.8351 -0.4525
C2 0.6391 0.1742 -0.2621
O1 -0.9959 1.4838 1.1908
C3 -0.6907 -0.3017 0.1696
H6 -0.9255 -1.3355 0.1918
C4 -1.7617 0.6937 0.2628
H7 1.9035 -0.8643 -1.6664

---

Energies relative to the minimum, eV: A) 0.000; B) 2.942; C) 0.883; D) 2.582

---

A) DFT (ωB97M-V/def2-TZVPD) results for a single C4H7NO molecule.

SMILES string: C[C@H]1CN1C=O
HOMO level: -9.6 eV

Geometry (Å):
H1 1.9866 0.2523 -1.5731
H2 0.5904 -0.8643 -1.7573
H3 0.9037 1.1208 0.5647
C1 -1.0179 0.9532 -0.4321
H4 -1.3900 0.8696 -1.4416
C2 1.2105 -0.3143 -1.0484
H5 -1.3815 1.7928 0.1514
C3 0.3462 0.5464 -0.1885
H6 1.7175 -1.0278 -0.3848
N1 -0.9872 -0.3345 0.2233
O1 0.2362 -0.3689 2.1346
C4 -0.7737 -0.6750 1.5344
H7 -1.4828 -1.3961 1.9732

---

B) DFT (ωB97M-V/def2-TZVPD) results for 2 unconnected molecules or ions with the total composition C4H7NO.

HOMO level: -8.3 eV

Geometry (Å):
O1 1.6104 0.0835 0.3291
C1 0.2753 -1.1031 -1.2522
H1 -0.6552 -0.9526 -1.8073
H2 1.0274 -1.5072 -1.9417
N1 -0.7022 0.5209 1.4626
C2 0.8229 0.1681 -0.6298
H3 0.8284 1.0668 -1.2705
H4 -1.9329 0.6548 -0.1851
C3 -1.0221 1.0342 0.2707
H5 0.1237 -1.8450 -0.4607
C4 0.1349 0.0050 2.1267
H6 -0.8606 2.1080 0.2038
H7 0.3499 -0.2336 3.1544

---

C) DFT (ωB97M-V/def2-TZVPD) results for a single C4H7NO molecule.

HOMO level (spin up / spin down): -8.3 / -8.1 eV

Geometry (Å):
H1 -1.8867 -0.8128 1.1275
H2 -2.5674 0.6509 -0.5869
H3 2.4010 -0.7714 -0.0194
H4 0.9058 0.3867 -1.6835
N1 -1.7736 0.0856 -0.8814
C1 -1.3753 -0.8396 0.1658
H5 1.4439 -0.0492 1.3326
C2 0.6912 0.3166 -0.6126
H6 -1.0223 -1.8131 -0.1663
H7 2.4979 0.9537 0.3101
C3 -0.6265 0.5068 -0.0992
O1 -0.5933 1.5193 0.7107
C4 1.8149 0.0949 0.3164

---

D) DFT (ωB97M-V/def2-TZVPD) results for 2 unconnected molecules or ions with the total composition C4H7NO.

SMILES string: N#CC1CC1.O
HOMO level: -10.7 eV

Geometry (Å):
H1 -1.8878 -0.3635 -0.0783
H2 1.2245 -2.8324 -0.0884
O1 0.4755 -2.2857 0.1637
C1 0.6567 1.7266 0.8886
N1 1.2885 2.6769 1.0853
H3 0.5584 0.9314 -1.4698
C2 -0.0031 0.1703 -0.9397
H4 -0.1056 -0.1608 1.4482
C3 -1.2823 0.5173 -0.2828
H5 0.0765 -0.8156 -1.3852
H6 0.8732 -1.5081 0.5760
C4 -0.0498 0.5029 0.5818
H7 -1.8152 1.4348 -0.4801

---

Energies relative to the minimum, eV: A) 0.489; B) 2.177; C) 2.832; D) 0.000

---

A) DFT (ωB97M-V/def2-TZVPD) results for a molecular structure, C4H7NO.

HOMO level: -8.4 eV

Geometry (Å):
H1 -0.8545 -0.2277 -0.9194
C1 1.6571 0.6181 -0.2041
N1 2.5236 0.3823 -0.9313
H2 0.8541 -1.9532 -0.6233
C2 0.5130 0.8778 0.6794
H3 0.5638 0.1571 1.5020
H4 -1.6577 0.8416 0.5916
C3 -0.9476 -1.4500 -0.5312
O1 0.1610 -1.9147 0.0533
C4 -0.8025 0.7565 -0.0824
H5 -0.8871 1.5123 -0.8642
H6 -1.7585 -1.4768 0.2110
H7 0.6354 1.8767 1.1186

---

B) DFT (ωB97M-V/def2-TZVPD) results for a single C4H7NO molecule.

SMILES string: O=CCN1CC1
HOMO level: -9.5 eV

Geometry (Å):
C1 1.1261 0.2730 -1.2445
O1 -2.8738 -0.2188 1.4511
H1 1.7231 0.4732 0.8630
H2 -0.6069 1.2148 0.8197
H3 -1.5273 0.7937 -0.6283
H4 -1.3930 -1.5670 1.1445
C2 -1.8061 -0.5479 0.9980
H5 1.3729 -0.2635 -2.1540
N1 0.1595 -0.3840 -0.4010
C3 1.5115 -0.2571 0.0858
H6 2.0580 -1.1888 0.1737
H7 1.0935 1.3539 -1.3570
C4 -0.9202 0.3727 0.1804

---

Energies relative to the minimum, eV: A) 2.321; B) 0.000

---

A) DFT (ωB97M-V/def2-TZVPD) results for 2 unconnected molecules or ions with the total composition C4H7NO.

HOMO level: -8.9 eV

Geometry (Å):
O1 1.5640 0.2454 -2.0682
H1 -1.9089 0.6773 -1.1353
C1 -0.7617 -0.6426 0.0531
C2 -1.7006 -0.3509 -0.8417
H2 1.7855 1.4090 0.8655
H3 -0.3754 0.1144 1.9509
C3 1.4148 -0.6287 -1.3475
C4 -0.0578 0.3810 0.9301
N1 1.3745 0.4912 0.7867
H4 -0.4966 1.3591 0.7156
H5 -2.2873 -1.1306 -1.3206
H6 1.9388 -0.2406 1.1891
H7 -0.4892 -1.6840 0.2224

---

B) DFT (ωB97M-V/def2-TZVPD) results for a single C4H7NO molecule.

HOMO level: -8.3 eV

Geometry (Å):
H1 -0.1303 -0.0333 -1.9239
H2 1.7893 -1.9146 0.4389
C1 0.4850 0.4091 -1.1256
N1 -1.2423 1.3779 0.3314
C2 -0.2638 0.5867 0.1219
H3 -0.4025 -0.7608 1.8294
H4 0.1307 -2.1035 -0.2233
H5 1.3046 -0.7488 -0.7631
H6 1.1361 0.1151 1.6818
C3 0.8788 -1.3927 0.1318
C4 0.3252 -0.3607 1.1206
H7 -2.2987 2.5752 -0.6555
O1 -1.5408 2.0248 -0.8844

---

C) DFT (ωB97M-V/def2-TZVPD) results for a molecular structure, C4H7NO.

HOMO level: -9.2 eV

Geometry (Å):
C1 1.0804 0.2467 0.5033
H1 -0.3363 2.5102 -0.9093
H2 0.9326 -1.3562 -0.8788
H3 0.8585 -1.9247 0.7452
N1 -0.1336 0.9139 0.2847
O1 -1.7665 1.1397 -1.1259
H4 -1.4486 -1.2572 -0.7061
C2 -0.7447 1.5636 -0.6400
H5 -1.3958 -0.8292 1.0153
C3 -0.8660 -0.8010 0.0892
C4 0.5872 -1.1098 0.1056
H6 1.2811 0.3185 1.5600
H7 1.9515 0.5854 -0.0431

---

D) DFT (ωB97M-V/def2-TZVPD) results for a single C4H7NO molecule.

SMILES string: O[C@H]1C[C@H]2N[C@@H]12
HOMO level: -9.4 eV

Geometry (Å):
O1 1.9454 0.8053 0.3243
H1 1.6878 -0.1246 0.6032
H2 -0.9838 1.7449 -0.8193
H3 1.1728 0.3833 -1.5637
C1 0.8966 0.4385 -0.5083
H4 0.5780 -1.6319 0.9297
H5 -1.7965 0.9974 1.2793
H6 0.4970 -1.8207 -0.8408
H7 -1.9525 -0.8272 -0.2410
C2 -0.4980 0.9481 -0.2708
C3 0.3302 -1.1093 -0.0338
N1 -0.8753 0.6023 1.1013
C4 -1.0017 -0.4062 0.0399

---

Energies relative to the minimum, eV: A) 0.000; B) 4.030; C) 1.451; D) 2.083

---

A) DFT (ωB97M-V/def2-TZVPD) results for a single C4H7NO molecule.

SMILES string: [H]/N=C1\O[C@H]1CC
HOMO level: -10.4 eV

Geometry (Å):
N1 2.4047 0.1206 -0.6061
H1 -2.0247 -1.0013 -1.2816
C1 -1.2079 -1.0121 -0.5563
C2 1.5257 0.4891 0.2054
H2 3.1094 0.8446 -0.7431
H3 -0.2931 -1.3066 -1.0825
C3 -1.0061 0.3539 0.1051
H4 -1.8482 0.6139 0.7565
H5 -0.9134 1.1449 -0.6473
H6 0.2730 -0.2765 1.8148
C4 0.2811 0.2870 0.8822
H7 -1.4289 -1.7815 0.1907
O1 1.1283 1.5239 0.9621

---

B) DFT (ωB97M-V/def2-TZVPD) results for a single C4H7NO molecule.

SMILES string: CC=C=NCO
HOMO level: -8.9 eV

Geometry (Å):
H1 0.8350 2.1256 2.7792
C1 0.0547 0.9205 1.5054
C2 0.9280 -0.2991 -0.1184
N1 1.0866 -0.0593 1.0774
H2 0.0262 1.7310 0.7652
H3 -0.5036 -2.0071 -2.4935
H4 -0.8977 0.3893 1.4813
C3 -0.6816 -1.3170 -1.6643
H5 -1.5266 -0.6728 -1.9362
C4 0.5263 -0.4660 -1.3539
O1 0.2039 1.3994 2.7939
H6 1.0027 0.1153 -2.1369
H7 -0.9896 -1.9001 -0.7909

---

C) DFT (ωB97M-V/def2-TZVPD) results for a single C4H7NO molecule.

SMILES string: C[C@H]1CN1C=O
HOMO level: -10.0 eV

Geometry (Å):
H1 0.1870 -1.4031 0.3737
H2 -2.0651 0.7147 0.2856
H3 -0.4501 0.7110 -1.8157
C1 1.8954 0.6124 0.5009
H4 -1.8313 -0.4694 1.5868
C2 -0.2924 -0.4710 0.0693
H5 -2.3670 -1.0123 -0.0147
H6 1.9803 0.6815 1.5990
H7 1.0119 -0.4078 -1.7361
O1 2.8590 0.5274 -0.2227
C3 -1.7222 -0.2994 0.5108
C4 0.2192 0.1116 -1.2026
N1 0.5754 0.7044 0.0658

---

Energies relative to the minimum, eV: A) 0.472; B) 0.841; C) 0.000

---

A) DFT (ωB97M-V/def2-TZVPD) results for a single C4H7NO molecule.

SMILES string: O[C@H]1CC=NC1
HOMO level: -9.7 eV

Geometry (Å):
N1 -1.4989 0.2601 0.6100
C1 -1.1691 -0.9230 0.2913
H1 0.2358 -1.6608 -1.2254
C2 -0.5189 1.1522 -0.0051
H2 -1.0376 1.4777 -0.9124
H3 -0.3207 2.0440 0.5973
H4 -1.9182 -1.7042 0.3675
C3 0.2173 -1.1149 -0.2772
H5 1.1070 0.5708 -1.3729
H6 0.8276 -1.6915 0.4269
O1 1.8377 0.6134 0.4830
H7 1.4942 0.6391 1.3849
C4 0.7438 0.3370 -0.3681

---

B) DFT (ωB97M-V/def2-TZVPD) results for a single C4H7NO molecule.

HOMO level (spin up / spin down): -8.5 / -7.8 eV

Geometry (Å):
C1 0.8168 -0.7631 2.2854
H1 1.2357 -0.7377 3.2416
H2 -0.9578 -0.7490 0.1121
H3 -1.3273 2.2552 -2.0817
C2 -0.3267 -0.4104 -0.6233
H4 1.6165 0.3251 -0.7912
H5 -2.5684 1.3136 -1.8682
O1 -0.6544 0.4725 -1.6491
C3 1.0824 -0.3870 -0.1565
H6 -0.1739 -1.3098 2.2257
H7 1.5968 -1.3513 -0.5694
C4 1.3062 -0.1891 1.2410
N1 -1.6460 1.5311 -1.3664

---

C) DFT (ωB97M-V/def2-TZVPD) results for a single C4H7NO molecule.

SMILES string: [H]/N=C1/CCCO1
HOMO level: -10.1 eV

Geometry (Å):
H1 -0.2640 -1.0591 1.7268
O1 -0.8590 -0.0752 -1.0395
H2 -0.3633 -2.0724 -1.9262
H3 0.7192 1.2133 -1.2409
C1 -0.1634 -1.0838 -0.4232
H4 -0.8609 1.9641 -0.8861
H5 0.9438 1.5176 1.1736
H6 1.3672 -0.8792 1.0877
H7 -0.7863 1.2063 1.4165
C2 -0.2043 1.1265 -0.6516
C3 0.0932 0.9226 0.8350
C4 0.3234 -0.5982 0.9262
N1 0.0544 -2.1826 -0.9984

---

Energies relative to the minimum, eV: A) 0.482; B) 6.900; C) 0.000